A molecular structure, C19H38NO4P3Pd. Source: the Open Molecules 2025 dataset; level of theory: ωB97M-V/def2-TZVPD.

Net charge: +4
LUMO level (alpha / beta): -11.9333 / -16.4508 eV
F_max: 6.059 eV/Å
Orbital gap (alpha / beta): 8.225 / 5.038 eV
Multiplicity: 5

XYZ file:
```
66
C19H38NO4P3Pd, DFT ωB97M-V/def2-TZVPD
P 2.65734 -0.30664 0.03595
C 3.42747 -0.61365 1.67555
H 4.52344 -0.65655 1.57323
H 3.06363 -1.57252 2.07288
H 3.16361 0.19436 2.36918
C 3.33455 -1.82090 -0.75156
H 3.26819 -1.76218 -1.84718
H 2.71762 -2.66388 -0.40117
H 4.38521 -2.00306 -0.46300
C 3.84268 0.97035 -0.53356
H 4.87999 0.59425 -0.55594
H 3.77892 1.83599 0.14439
H 3.53267 1.27972 -1.54382
P -0.82690 3.08437 -0.44289
C -0.85429 4.10145 1.06073
H -1.36705 5.04556 0.81617
H 0.17300 4.31710 1.38458
H -1.40073 3.58477 1.86197
C 0.14517 4.13737 -1.54053
H 0.03937 3.80503 -2.58210
H 1.20056 4.09358 -1.23555
H -0.21812 5.17510 -1.44792
C -2.54462 3.22732 -0.98948
H -2.76802 4.28401 -1.20824
H -3.21958 2.87228 -0.19738
H -2.68463 2.62236 -1.89705
P -2.04228 -1.59512 0.04319
C -2.87509 -1.93958 1.64057
H -3.43552 -2.88579 1.58910
H -3.56450 -1.12238 1.88476
H -2.11342 -2.00748 2.43612
C -3.55535 -1.62430 -0.99650
H -4.25665 -2.41648 -0.68122
H -3.28352 -1.77199 -2.05280
H -4.03915 -0.64197 -0.88357
C -1.40117 -3.29969 -0.21087
H -2.20332 -4.05869 -0.24038
H -0.71314 -3.53613 0.61440
H -0.83596 -3.33169 -1.15294
Pd -0.19801 0.88016 -0.12326
C 1.14252 1.59314 1.15342
O 1.66383 2.23590 1.97329
C -1.74875 0.83888 1.12766
O -2.47384 1.19827 1.96101
C -1.34307 0.02633 -3.42984
C -0.69426 -1.20245 -3.27369
C 0.70088 -1.25509 -3.21644
C 1.44908 -0.07958 -3.33467
C 0.80289 1.14938 -3.48805
C -0.59497 1.20185 -3.54302
H -2.44098 0.06974 -3.43546
H -1.28271 -2.13798 -3.21425
H 1.20747 -2.21776 -3.05574
H 2.55493 -0.12355 -3.32379
H 1.39384 2.07346 -3.54028
H -1.10837 2.16721 -3.70126
N -0.15121 -2.46846 4.56374
C 0.91440 -2.27792 3.56173
C 0.35747 -1.13112 2.72740
O -0.09943 -0.16752 3.36135
O 0.35806 -1.32903 1.46499
H -0.31701 -1.55965 5.02316
H 0.08007 -3.17821 5.26086
H -1.01482 -2.76215 4.09283
H 1.81273 -1.95621 4.08206
H 1.09883 -3.18193 2.97911
```

=====

A molecular structure, C19H38NO4P3Re. Source: the Open Molecules 2025 dataset; level of theory: ωB97M-V/def2-TZVPD.

Net charge: +4
LUMO level (alpha / beta): -11.3987 / -14.5176 eV
F_max: 6.242 eV/Å
Orbital gap (alpha / beta): 8.985 / 5.794 eV
Multiplicity: 4

XYZ file:
```
66
C19H38NO4P3Re, DFT ωB97M-V/def2-TZVPD
P 3.94802 -0.95165 0.07542
C 4.38808 -0.80408 1.85704
H 5.47206 -0.68272 1.98076
H 4.03944 -1.68882 2.40569
H 3.86254 0.08038 2.24262
C 4.67909 -2.58993 -0.32699
H 5.10982 -2.54108 -1.33380
H 3.85129 -3.31162 -0.32147
H 5.43540 -2.88057 0.41110
C 5.18942 0.18289 -0.66055
H 6.16136 -0.31240 -0.77683
H 5.28348 1.07240 -0.02526
H 4.81825 0.49704 -1.64555
P -1.13922 3.54377 -0.80466
C -1.19488 3.95856 0.96245
H -1.42024 5.02798 1.07575
H -0.22837 3.73491 1.43252
H -1.97432 3.36289 1.45543
C -0.06206 4.78843 -1.58646
H -0.37261 4.95326 -2.62679
H 0.97721 4.43371 -1.57813
H -0.12832 5.72911 -1.02156
C -2.81910 3.87987 -1.43093
H -2.95303 4.96453 -1.54831
H -3.55409 3.48802 -0.71516
H -2.96466 3.38523 -2.40110
P -2.62073 -3.05699 0.18714
C -3.14301 -2.96434 1.95095
H -3.06734 -3.94728 2.43796
H -4.17751 -2.59555 2.00111
H -2.48589 -2.23826 2.45232
C -4.25195 -2.92706 -0.65620
H -5.07012 -3.10609 0.05455
H -4.28829 -3.64834 -1.48474
H -4.33407 -1.90602 -1.05947
C -2.26726 -4.85059 -0.00107
H -2.94145 -5.28639 -0.74957
H -2.35702 -5.37228 0.95988
H -1.22967 -4.91737 -0.36170
Re -0.35573 1.09320 -1.44261
C 1.01336 1.55342 -0.05624
O 1.80701 1.84160 0.74310
C -1.74378 0.67666 -0.07093
O -2.55193 0.44519 0.73231
C -1.42437 0.34326 -3.16227
C -0.97662 -0.72027 -2.36673
C 0.37297 -0.80430 -1.99859
C 1.27667 0.16370 -2.47079
C 0.82302 1.24178 -3.23967
C -0.53510 1.34388 -3.56561
H -2.47386 0.43552 -3.40215
H -1.66478 -1.47606 -1.99790
H 0.70179 -1.60597 -1.34184
H 2.32348 0.09144 -2.19238
H 1.50604 2.03639 -3.52141
H -0.91070 2.21430 -4.08705
N 0.84023 -3.96628 3.12487
C 0.69914 -2.49245 3.27518
C 0.69914 -1.99442 1.82085
O 0.36586 -0.81137 1.61966
O 1.04074 -2.88106 0.95910
H -0.06663 -4.42514 3.26024
H 1.50397 -4.36572 3.78939
H 1.14005 -4.05702 2.09897
H -0.23076 -2.23344 3.78864
H 1.55294 -2.08479 3.82566
```

=====

C19H38O in the gas phase. Source: the Open Molecules 2025 dataset; level of theory: ωB97M-V/def2-TZVPD.

LUMO level: 0.8075 eV
F_max: 0.516 eV/Å
Structure (SMILES): C/C(=C\CO)CC[C@@H](C)CCC[C@@H](C)CCCC(C)C
Orbital gap: 9.737 eV
Multiplicity: 1

XYZ file:
```
58
C19H38O, DFT ωB97M-V/def2-TZVPD
C -1.07364 -1.25529 -5.32755
C -0.53677 0.14642 -5.31913
C -0.83953 1.01153 -6.28016
C -1.72164 0.70417 -7.45533
O -1.84691 1.77809 -8.35748
H -0.96476 2.05827 -8.62500
H -2.74180 0.48595 -7.12074
H -1.34791 -0.19273 -7.97916
H -0.45244 2.02116 -6.24840
C 0.33040 0.53406 -4.15525
H 1.05558 -0.26032 -3.95929
H 0.87813 1.44500 -4.39724
C -0.51945 0.75783 -2.89835
H -1.14962 -0.12137 -2.74611
H -1.18139 1.61009 -3.06657
C 0.30676 0.99419 -1.62747
C 1.05643 2.32203 -1.69411
H 1.66843 2.46584 -0.80787
H 1.71451 2.35252 -2.55844
H 0.35312 3.14927 -1.76608
C -0.62912 0.94450 -0.41247
C 0.04709 1.07180 0.95528
H -0.73198 0.98942 1.71593
C 1.14698 0.04605 1.23952
H 1.58186 0.26593 2.21649
H 1.94386 0.17256 0.50368
C 0.69452 -1.41772 1.21292
C 1.91608 -2.33830 1.19925
H 1.60856 -3.38160 1.21713
H 2.55870 -2.15672 2.05718
H 2.50528 -2.17152 0.29975
C -0.26878 -1.78855 2.35184
C 0.27753 -1.61758 3.77827
C -0.26124 -0.37141 4.48074
H -1.34430 -0.46274 4.59699
H -0.06984 0.50157 3.85475
C 0.36857 -0.11969 5.85561
C -0.02020 -1.19480 6.86761
H -1.10271 -1.24862 6.96456
H 0.34892 -2.17126 6.56579
H 0.39952 -0.96305 7.84425
C -0.05291 1.25484 6.37370
H 0.40415 1.45759 7.33974
H 0.24898 2.03801 5.68150
H -1.13388 1.29893 6.49054
H 1.45929 -0.12647 5.74277
H 0.00541 -2.49584 4.36515
H 1.36671 -1.56944 3.75996
H -0.55055 -2.83383 2.20254
H -1.18201 -1.19983 2.24775
H 0.15300 -1.59137 0.27659
H 0.48019 2.06974 1.05172
H -1.35743 1.75477 -0.50522
H -1.18914 0.00728 -0.44282
H 1.03620 0.18187 -1.54460
H -2.16221 -1.24990 -5.28034
H -0.69082 -1.82576 -4.48585
H -0.79177 -1.76555 -6.24849
```

=====

2 unconnected molecules or ions with the total composition C19H38O6. Source: the Open Molecules 2025 dataset; level of theory: ωB97M-V/def2-TZVPD.

LUMO level: 0.7860 eV
F_max: 2.644 eV/Å
Structure (SMILES): CCCCCCCCCCC[C@@H](COCC)OC=O.COC(=O)OC
Orbital gap: 10.760 eV
Multiplicity: 1

XYZ file:
```
63
C19H38O6, DFT ωB97M-V/def2-TZVPD
C -3.65794 -6.65385 -2.00767
C -2.18822 -6.16920 -2.00027
C -1.57726 -6.19181 -0.59599
C -0.05011 -5.93962 -0.66779
C 0.42871 -4.73153 0.12724
C -0.24168 -3.41138 -0.25513
C 0.63751 -2.23074 0.21582
C 0.10112 -0.94625 -0.43131
C 0.83718 0.32985 0.03086
C -0.18646 1.23724 0.74647
C 0.50605 2.27706 1.62680
C -0.55679 3.20081 2.24473
C 0.09788 4.15746 3.25089
O -0.53887 4.03840 4.51480
C -0.25727 5.14744 5.33637
C -0.33284 4.75544 6.81157
O -1.09624 4.01572 1.16877
C -2.44921 3.96970 1.08014
O -3.05216 3.02404 0.75797
H -4.21226 -6.02311 -2.69470
H -3.73294 -7.67138 -2.37022
H -4.10841 -6.56008 -1.02459
H -2.17928 -5.14425 -2.35871
H -1.60363 -6.82966 -2.63217
H -1.74570 -7.17987 -0.17342
H -2.10255 -5.48501 0.04431
H 0.24604 -5.92130 -1.71444
H 0.43618 -6.81243 -0.23405
H 1.50068 -4.62833 -0.02358
H 0.24785 -4.92330 1.18417
H -1.19696 -3.28084 0.25171
H -0.40038 -3.29612 -1.32580
H 1.63775 -2.40141 -0.17177
H 0.63439 -2.16038 1.29879
H -0.95472 -0.89623 -0.18247
H 0.21555 -1.04514 -1.50588
H 1.67506 0.12648 0.69324
H 1.20625 0.88856 -0.82464
H -0.90101 0.65543 1.32327
H -0.73358 1.76720 -0.02501
H 1.03879 1.80689 2.44949
H 1.14019 2.89022 0.98921
H -1.30516 2.57024 2.71376
H -0.05115 5.17593 2.89561
H 1.15291 3.88818 3.33023
H -0.91663 5.99114 5.11723
H 0.75471 5.51621 5.15185
H -1.30882 4.95464 7.23934
H 0.40980 5.33689 7.34643
H -0.13016 3.69331 6.86345
H -2.97279 4.90311 1.33412
C 4.35173 1.90123 -6.03626
O 3.24657 1.50973 -5.22080
C 2.65347 2.51830 -4.57732
O 2.97171 3.67852 -4.63490
O 1.64660 2.01590 -3.85888
C 0.91478 2.98788 -3.11086
H 4.73932 0.99731 -6.49821
H 4.02961 2.58904 -6.81629
H 5.13473 2.35494 -5.43095
H 0.45479 3.71956 -3.77284
H 1.56175 3.48404 -2.38875
H 0.13154 2.45922 -2.57296
```

=====

A molecular structure, C19H39B2CrF8O13. Source: the Open Molecules 2025 dataset; level of theory: ωB97M-V/def2-TZVPD.

Net charge: -1
LUMO level (alpha / beta): 2.3127 / 2.3126 eV
F_max: 2.608 eV/Å
Orbital gap (alpha / beta): 7.097 / 7.618 eV
Multiplicity: 5

XYZ file:
```
82
C19H39B2CrF8O13, DFT ωB97M-V/def2-TZVPD
Cr 0.23596 1.58094 -0.76853
C 2.09726 2.75030 2.16652
C 2.66425 2.75945 0.75076
C 3.67922 1.61324 0.62741
O 1.73281 2.84901 -0.24892
H 2.88688 2.54266 2.90257
H 1.40400 1.92098 2.31223
H 1.58640 3.66055 2.48360
H 3.28189 3.67802 0.70171
H 4.19594 1.64904 -0.33234
H 3.35219 0.63750 0.98705
H 4.50502 1.90269 1.30139
B -0.79630 3.13692 -2.76087
F 0.45627 2.40188 -2.78719
F -0.42451 4.47857 -2.81171
F -1.52838 2.77565 -3.89800
F -1.41296 2.73309 -1.54667
B -0.82125 0.73004 1.61234
F 0.01258 -0.10861 0.79020
F -2.12713 0.25064 1.54697
F -0.40062 0.70246 2.93772
F -0.71269 2.03823 1.09050
C 4.85736 1.60067 -3.29321
C 3.43715 1.15256 -3.45231
O 3.26135 -0.25344 -3.19471
C 2.62407 -0.54500 -2.07042
O 1.94115 0.19368 -1.41475
O 2.76193 -1.84156 -1.81819
C 1.86279 -2.39989 -0.87891
H 5.55894 1.01298 -3.90859
H 5.18649 1.46677 -2.26468
H 5.10868 2.59227 -3.66805
H 2.93986 1.38484 -4.39396
H 2.83186 1.73054 -2.74736
H 0.82002 -2.22721 -1.16235
H 1.98606 -1.94843 0.10544
H 2.02761 -3.47040 -0.83594
C -1.77991 2.17066 5.63187
C -1.47124 3.23651 4.59152
O -2.53738 4.18529 4.49159
C -3.65841 3.85330 3.88264
O -3.98341 2.75361 3.53251
O -4.41496 4.95488 3.80878
C -5.66653 4.79697 3.16676
H -2.11738 2.63220 6.56232
H -0.88271 1.60883 5.89418
H -2.52976 1.48543 5.24048
H -1.26277 2.83984 3.60211
H -0.58370 3.74985 4.95905
H -6.33800 5.57596 3.53427
H -6.14125 3.84011 3.36051
H -5.54502 5.02082 2.10552
C 1.02812 -0.86495 -5.15060
C -0.20471 -0.14239 -4.63873
O -1.10178 -0.99027 -3.92017
C -1.32257 -0.80195 -2.63603
O -0.75784 0.05056 -1.98186
O -2.21635 -1.66542 -2.24824
C -2.67512 -1.64673 -0.88881
H 1.64816 -1.35648 -4.40486
H 1.63623 -0.08012 -5.62112
H 0.84475 -1.50740 -6.01626
H -0.72223 0.25289 -5.51431
H 0.09554 0.70608 -4.02081
H -1.82970 -1.47966 -0.23732
H -3.10032 -2.61793 -0.65515
H -3.42255 -0.86439 -0.79734
C -0.47963 -8.07164 0.51342
C -0.68329 -6.91901 -0.47233
O -1.34167 -5.84134 0.14093
C -0.65502 -4.94575 0.83255
O 0.53214 -4.95066 1.01322
O -1.50416 -4.03711 1.28452
C -0.97276 -2.97835 2.05564
H -1.46584 -8.44105 0.79884
H 0.12575 -7.75598 1.35672
H -0.05202 -8.90809 -0.04460
H -1.27701 -7.34779 -1.27777
H 0.26379 -6.58920 -0.90062
H -0.80645 -3.29380 3.09464
H -1.69498 -2.18543 2.24410
H -0.04822 -2.56256 1.66947
```

=====

A molecular structure, C19H39Br3F3IO9P3. Source: the Open Molecules 2025 dataset; level of theory: ωB97M-V/def2-TZVPD.

Net charge: -1
LUMO level: 2.0701 eV
F_max: 2.736 eV/Å
Orbital gap: 7.594 eV
Multiplicity: 1

XYZ file:
```
77
C19H39Br3F3IO9P3, DFT ωB97M-V/def2-TZVPD
C 2.36254 1.38329 2.72246
C 3.09057 0.26974 2.03068
Br 4.89945 0.27063 2.70964
C 2.63604 -0.54159 1.07619
Br 4.09859 -1.60927 0.33262
P 0.72898 -0.66861 0.30028
Br 0.61750 -2.98696 1.11514
C 1.47732 -1.48104 -1.28255
C 0.77000 -2.49315 -2.19570
F -0.50933 -2.92414 -1.86207
C -1.08686 -0.62160 -0.36019
C -1.61882 -0.28869 -1.76646
C -0.82638 0.00084 -3.03240
F -1.26577 1.20186 -3.62721
C 0.94319 1.15191 -0.28922
C 0.08139 2.34341 0.11408
C -1.09593 2.78445 -0.73883
F -2.31426 2.39847 -0.16609
C -0.01581 -0.28157 2.07581
C -1.16959 -1.00408 2.70920
O -1.11352 -1.80644 3.56892
I -3.26800 -0.36716 2.29198
H 1.64688 1.91942 2.11530
H 3.07218 2.11600 3.08795
H 1.84893 1.02092 3.60807
H 2.07802 -0.79100 -1.86860
H 2.14922 -2.16468 -0.80376
H 0.70994 -2.09859 -3.20994
H 1.36602 -3.39211 -2.33113
H -1.55460 0.09239 0.30613
H -1.48874 -1.57944 -0.05191
H -2.33316 0.53106 -1.70400
H -2.30102 -1.08628 -2.04813
H -0.98067 -0.76671 -3.78460
H 0.24829 0.07316 -2.92694
H 0.89077 1.08379 -1.37386
H 1.98595 1.44884 -0.19637
H 0.72800 3.22474 0.07619
H -0.30216 2.41764 1.13079
H -1.06096 2.42045 -1.76278
H -1.14159 3.87204 -0.77885
H -0.22640 0.76626 2.26380
H 0.75662 -0.63007 2.74856
C 6.09621 5.78384 0.44222
O 4.76052 5.33656 0.19288
P 4.12556 5.52786 -1.24386
O 5.06112 5.41538 -2.36496
O 3.32847 6.90898 -1.20299
C 4.06797 8.12728 -1.12993
O 2.95865 4.48620 -1.16724
C 2.20781 4.20755 -2.36049
H 6.49347 5.17536 1.25002
H 6.71956 5.65988 -0.44259
H 6.09206 6.82949 0.75231
H 5.03441 8.03577 -1.62864
H 4.21270 8.40605 -0.08513
H 3.48602 8.89962 -1.62647
H 2.63543 3.34102 -2.86023
H 2.20168 5.05311 -3.04739
H 1.18802 3.98062 -2.06372
C -5.87701 -7.02758 -0.91254
O -5.57870 -5.83288 -0.19066
P -4.58480 -5.90418 1.04867
O -3.51884 -6.90010 0.92171
O -5.50996 -6.11563 2.33577
C -6.17716 -7.36258 2.50235
O -4.19117 -4.40187 1.17710
C -3.14219 -4.03558 2.11088
H -6.14391 -6.73645 -1.92559
H -5.01190 -7.68946 -0.94475
H -6.72351 -7.54481 -0.45791
H -5.60339 -8.18236 2.06579
H -7.16669 -7.31563 2.04337
H -6.28977 -7.54075 3.56928
H -2.18824 -3.99171 1.58791
H -3.07631 -4.74962 2.93148
H -3.39896 -3.05151 2.50115
```